Model one:
C8H25CdNO6 | the ωB97M-V functional and the def2-TZVPD basis

```
! RIJCOSX wB97M-V def2-TZVPD def2/J DEFGRID3
* xyz 0 1
Cd 0.9150 0.6650 0.1314
C 1.2138 1.4263 -3.1483
O 1.2444 0.6967 -1.9552
H 1.8308 2.3234 -3.0983
H 1.6391 0.8415 -3.9641
H 0.2572 1.8046 -3.5087
C 0.1969 1.2199 3.3965
O 0.7648 0.7700 2.2302
H 0.1082 2.2872 3.1939
H -0.7849 0.8085 3.6306
H 0.8519 1.1020 4.2598
C -3.4528 0.3125 -1.8280
O -2.9092 -0.9780 -1.5748
C -3.0724 -1.3433 -0.2116
C -2.0111 -0.5649 0.6127
N -0.6371 -0.8859 0.0782
C -0.0738 -2.0787 0.6708
C 1.3118 -2.3432 0.1099
O 2.1364 -1.1944 0.2493
C 3.6141 -1.4923 0.2614
H -4.5424 0.3020 -1.8029
H -3.1113 0.6201 -2.8164
H -3.1158 1.1145 -1.1713
H -2.9908 -2.4284 -0.1485
H -4.0475 -1.1432 0.2326
H -1.8435 -0.9626 1.6137
H -2.1308 0.5137 0.5106
H -0.8087 -1.0560 -0.9024
H -0.7475 -2.9344 0.7149
H 0.0376 -1.8138 1.7223
H 1.0622 -2.5401 -0.9327
H 1.6688 -3.3386 0.3744
H 3.9041 -2.0800 1.1325
H 4.1367 -0.5361 0.2402
H 3.9078 -2.1459 -0.5600
O 2.4374 1.9055 0.4360
H 2.9746 2.5890 0.0355
H 2.2868 2.2117 1.3302
O -0.4816 2.5075 0.0499
H -0.7065 2.8012 0.9327
H -1.0325 3.0367 -0.5268
*
```

Results
LUMO: 0.304 eV

=====

Model two:
C8H25CdNO6 | the ωB97M-V functional and the def2-TZVPD basis

```
! RIJCOSX wB97M-V def2-TZVPD def2/J DEFGRID3
* xyz 0 1
Cd 6.8000 -6.0355 -13.8427
C 4.2057 -9.3627 -16.5726
O 5.2105 -8.7284 -15.8354
H 4.4359 -10.3413 -16.9939
H 3.3456 -9.4111 -15.9048
H 3.8595 -8.7599 -17.4122
C 7.9980 -1.5050 -13.1646
O 7.9954 -2.8655 -12.7828
H 7.9904 -0.9691 -12.2155
H 8.8799 -1.1758 -13.7142
H 7.0371 -1.2384 -13.6048
C 3.4221 -5.4414 -13.5787
O 4.3809 -5.9465 -12.6429
C 3.7195 -6.4424 -11.4653
C 4.7572 -6.8100 -10.4060
N 5.8292 -7.5530 -11.0167
C 6.7936 -7.7675 -9.9461
C 7.4758 -9.0660 -10.3020
O 6.5979 -10.1898 -10.5543
C 5.9855 -10.8638 -9.4707
H 2.9087 -4.5810 -13.1496
H 2.7496 -6.2636 -13.8232
H 3.8759 -5.0698 -14.4974
H 2.9974 -7.2340 -11.6653
H 3.0410 -5.7285 -10.9983
H 4.2191 -7.3559 -9.6311
H 5.1374 -5.8997 -9.9424
H 5.4601 -8.4910 -11.0798
H 6.2772 -7.9745 -9.0088
H 7.4787 -6.9328 -9.7974
H 8.1110 -9.3738 -9.4714
H 8.1852 -8.9200 -11.1166
H 6.6612 -11.6142 -9.0604
H 5.0733 -11.3464 -9.8217
H 5.6190 -10.1920 -8.6945
O 6.7916 -4.7024 -17.0001
H 7.0948 -3.9899 -17.5628
H 6.5050 -5.3834 -17.6086
O 9.7600 -7.1997 -14.0728
H 10.2541 -7.7431 -14.6866
H 10.3543 -7.0717 -13.3335
*
```

Results
LUMO: -3.213 eV

=====

Least stable of them? model two.

=====

Model one:
C3H12N2O3 | the ωB97M-V functional and the def2-TZVPD basis

```
! RIJCOSX wB97M-V def2-TZVPD def2/J DEFGRID3
* xyz 0 1
N 0.8195 0.9249 -0.7082
C 0.0627 0.6134 0.5090
C -0.4175 1.8528 1.2169
C -1.1695 -0.2941 0.1525
N -1.7725 0.1616 -1.1283
O -2.0285 -0.2537 1.2045
H 1.1183 0.0797 -1.1922
H 1.6722 1.4596 -0.4978
H 0.6292 -0.0349 1.1911
H -1.0858 2.4062 0.5850
H -0.9187 1.4592 2.1893
H 0.4651 2.5263 1.4916
H -1.4402 1.0429 -1.4499
H -2.7835 0.1373 -1.0517
H 1.7657 -2.1328 -2.3127
H 1.4951 -1.9810 -0.2548
O 1.6695 -1.4695 -1.5777
H -0.7523 -1.2750 -0.0321
H 1.4150 -3.0743 0.9310
O 1.2562 -2.1486 0.7343
*
```

Results
LUMO: -4.659 eV

=====

Model two:
C3H12N2O3 | the ωB97M-V functional and the def2-TZVPD basis

```
! RIJCOSX wB97M-V def2-TZVPD def2/J DEFGRID3
* xyz 0 1
C 1.3246 -0.7013 -0.8653
C 1.1941 0.7100 -0.3091
C 0.6605 1.6956 -1.3368
O 0.2526 0.7570 0.7845
N 0.7477 0.0099 1.9137
H 2.0571 -0.7191 -1.6736
H 1.6551 -1.3857 -0.0849
H 0.3640 -1.0393 -1.2576
H 2.1626 1.0489 0.0766
H 0.5393 2.6847 -0.8953
H 1.3531 1.7693 -2.1754
H -0.3045 1.3586 -1.7186
H 0.0448 -0.7112 2.0698
H 0.6873 0.6661 2.6883
N -2.4685 -0.1857 0.1610
O -2.2424 -0.9791 -0.8572
H -1.5821 0.3218 0.3776
O -1.8746 -1.5826 1.2927
H -1.8481 -1.8459 0.1524
H -2.7228 -1.8721 1.6571
*
```

Results
SMILES string: CC(C)ON.N=O.O
LUMO: -0.187 eV

=====

Least stable of them? model one.

=====

Model one:
C31H36BClN3O17 | the ωB97M-V functional and the def2-TZVPD basis

```
! RIJCOSX wB97M-V def2-TZVPD def2/J DEFGRID3
* xyz 1 1
C -1.8774 -0.2511 0.9674
C -1.0670 -0.1284 -0.3249
C 0.0204 -1.1667 -0.4713
Cl 1.2287 -0.9868 0.8287
N 0.7819 -0.9911 -1.7479
C -0.0617 -1.2746 -2.9792
C -0.7353 -2.6518 -3.0250
N -2.1999 -2.6064 -3.0023
B 2.1566 -1.7883 -1.8104
O 2.1463 -3.1122 -1.5625
N 3.3049 -1.0883 -2.2286
C 3.1232 0.1771 -2.9411
C 4.3987 -1.0073 -1.2433
H -2.2609 0.7295 1.2417
H -1.2834 -0.6222 1.8005
H -2.7491 -0.8878 0.8222
H -1.7476 -0.1586 -1.1765
H -0.5686 0.8462 -0.3543
H -0.3388 -2.1899 -0.3941
H 0.9971 0.0094 -1.7872
H 0.6204 -1.1731 -3.8217
H -0.7774 -0.4625 -3.0851
H -0.4194 -3.1368 -3.9484
H -0.3827 -3.2878 -2.2141
H -2.5580 -1.6610 -3.0611
H -2.5719 -2.9878 -2.1411
H 1.8200 -3.4281 -0.7049
H 2.8463 1.0145 -2.2812
H 2.3679 0.0857 -3.7201
H 4.0622 0.4642 -3.4108
H 4.7687 -2.0058 -1.0194
H 4.0853 -0.5232 -0.3157
H 5.2215 -0.4495 -1.6854
C -2.1038 -4.5201 3.7693
C -1.1130 -3.6410 3.5893
C -0.6901 -2.6443 4.6530
O 0.2329 -1.9042 4.3404
C -1.3843 -2.6270 5.9104
C -2.3819 -3.5085 6.1038
C -2.7974 -4.5168 5.0443
O -3.7035 -5.2694 5.3374
O -3.0878 -3.5853 7.2116
O -0.3834 -3.5214 2.4846
H -2.4095 -5.2343 3.0180
H -1.0851 -1.9082 6.6598
H -3.7361 -4.3084 7.0860
H 0.2510 -2.7999 2.6983
C 4.5793 -5.2986 3.8334
C 3.9275 -4.3397 3.1619
C 3.6218 -4.4533 1.6828
O 3.0035 -3.5201 1.1754
C 4.0587 -5.6133 0.9615
C 4.7177 -6.5796 1.6289
C 5.0091 -6.4810 3.1184
O 5.5958 -7.4220 3.6124
O 5.1637 -7.6820 1.0737
O 3.4908 -3.2215 3.7237
H 4.7985 -5.2270 4.8892
H 3.8469 -5.6772 -0.0968
H 5.5946 -8.2013 1.7854
H 3.0535 -2.7048 3.0214
C 0.0559 5.1779 -1.3841
C -0.5154 4.0309 -1.7623
C 0.0583 3.1540 -2.8504
O -0.5451 2.1062 -3.0738
C 1.2462 3.5698 -3.5376
C 1.8270 4.7296 -3.1729
C 1.2674 5.6009 -2.0573
O 1.8891 6.6114 -1.8053
O 2.9139 5.2112 -3.7275
O -1.6219 3.5305 -1.2157
H -0.3505 5.8105 -0.6085
H 1.6359 2.9466 -4.3305
H 3.1129 6.0578 -3.2739
H -1.8043 2.6996 -1.6989
C -4.0591 7.9306 -2.2226
C -5.0892 8.5764 -1.6494
C -5.9230 7.9551 -0.5413
O -6.8192 8.6430 -0.0924
C -5.6043 6.6160 -0.0960
C -4.5753 5.9765 -0.6689
C -3.7406 6.6018 -1.7710
O -2.8341 5.9110 -2.2133
O -4.1782 4.7574 -0.3347
O -5.4754 9.7904 -1.9828
H -3.4650 8.3654 -3.0137
H -6.2037 6.1786 0.6896
H -3.3849 4.5641 -0.8791
H -6.2377 10.0074 -1.4066
*
```

Results
LUMO: -3.961 eV

=====

Model two:
C31H36BClN3O17 | the ωB97M-V functional and the def2-TZVPD basis

```
! RIJCOSX wB97M-V def2-TZVPD def2/J DEFGRID3
* xyz 1 1
C 2.0812 -0.2098 0.5478
C 1.0425 0.7918 -0.0516
C -0.0779 1.2204 0.9295
Cl -0.9698 -0.2977 1.3795
N -1.0499 2.1213 0.2120
C -0.4133 3.4412 -0.1853
C 0.2208 4.2391 0.9982
N 1.6858 4.4638 0.8480
B -2.3572 2.3192 1.0040
O -2.2816 2.7564 2.3382
N -3.6790 2.1172 0.4475
C -3.7632 2.4069 -0.9926
C -4.2816 0.8157 0.8016
H 2.4622 -0.8192 -0.2885
H 1.6755 -0.8798 1.3131
H 2.9440 0.3786 0.8962
H 1.6072 1.6242 -0.4939
H 0.5442 0.2716 -0.8948
H 0.2723 1.6507 1.8711
H -1.2311 1.6369 -0.6757
H -1.2331 4.0407 -0.6184
H 0.3011 3.3078 -1.0117
H -0.2703 5.2261 1.0066
H 0.0688 3.7876 1.9852
H 2.0238 4.0594 -0.0196
H 2.1224 3.9005 1.5706
H -1.7474 2.1571 2.8697
H -3.2368 1.5853 -1.5481
H -3.2928 3.3542 -1.2879
H -4.8029 2.3604 -1.3495
H -4.5395 0.8588 1.8730
H -3.6464 -0.0594 0.5993
H -5.2507 0.7581 0.2782
C 2.6853 -0.9951 5.8333
C 1.7879 -1.4559 4.9620
C 1.7643 -2.8847 4.5375
O 0.9103 -3.2498 3.7504
C 2.7786 -3.7812 5.0857
C 3.6819 -3.3232 5.9576
C 3.6890 -1.8979 6.4022
O 4.5170 -1.5313 7.2084
O 4.6257 -4.1183 6.4767
O 0.8484 -0.6616 4.4129
H 2.7089 0.0388 6.1489
H 2.7623 -4.8111 4.7576
H 5.1450 -3.5522 7.0737
H 0.3343 -1.2449 3.8285
C -3.9817 -2.4706 6.3187
C -3.4099 -2.0200 5.2006
C -3.4766 -0.5798 4.8116
O -2.9211 -0.2094 3.7878
C -4.2139 0.3332 5.6790
C -4.7903 -0.1170 6.7975
C -4.7016 -1.5519 7.2014
O -5.2256 -1.9084 8.2344
O -5.4740 0.6936 7.6111
O -2.7437 -2.8405 4.3690
H -3.9379 -3.5104 6.6114
H -4.2697 1.3704 5.3781
H -5.7850 0.1290 8.3408
H -2.4293 -2.2775 3.6453
C -0.2948 -0.8654 -5.3514
C 0.2645 0.0132 -4.5201
C -0.4110 1.2917 -4.1610
O 0.1368 2.0535 -3.3760
C -1.7055 1.5817 -4.7679
C -2.2684 0.7049 -5.6052
C -1.6044 -0.5893 -5.9443
O -2.1618 -1.3605 -6.6936
O -3.4512 0.9413 -6.1787
O 1.4703 -0.2121 -3.9535
H 0.1858 -1.7959 -5.6176
H -2.1766 2.5211 -4.5131
H -3.6341 0.1610 -6.7323
H 1.6454 0.5670 -3.3996
C 3.5373 -0.9623 -8.3690
C 4.5680 -1.6712 -8.8381
C 5.5415 -2.3382 -7.9231
O 6.4508 -2.9863 -8.3969
C 5.3520 -2.1738 -6.4814
C 4.3232 -1.4633 -6.0148
C 3.3367 -0.8171 -6.9292
O 2.4058 -0.1901 -6.4525
O 4.1176 -1.2940 -4.6979
O 4.7811 -1.8207 -10.1514
H 2.8263 -0.4761 -9.0222
H 6.0709 -2.6476 -5.8279
H 3.3079 -0.7568 -4.6313
H 5.5800 -2.3715 -10.2244
*
```

Results
LUMO: -4.020 eV

=====

Least stable of them? model two.